Record 1
26
Properties=species:S:1:pos:R:3:mulliken_charge:R:1 method="wB97M-V/def2-TZVPD" max_force_ev_per_a=5.6 homo_lumo_gap_ev="7.86 / 7.86" total_energy_ev=-15472.2961 total_charge=+2
C -1.227 -1.718 -0.889 -0.185
C 1.944 1.002 -0.627 -0.173
C -1.682 1.894 0.140 -0.416
C -2.319 -0.254 0.909 -0.427
C -0.520 1.340 -0.631 -0.252
C 0.690 -0.794 0.316 -0.630
C 3.075 -0.619 0.634 -0.801
N 0.059 -1.445 -0.717 -0.081
N 1.854 -0.141 0.074 0.061
N -2.251 -1.206 -0.211 -0.097
N 0.821 1.790 -0.701 -0.120
O -2.563 0.903 0.263 -0.363
H -1.398 -2.351 -1.664 0.481
H 2.826 1.558 -0.957 0.450
H -1.166 2.098 1.203 0.298
H -2.216 2.683 -0.227 0.438
H -3.294 -0.336 1.429 0.439
H -1.454 -0.422 1.570 0.308
H -0.595 0.348 -1.142 0.743
H 0.641 -1.283 1.297 0.394
H 3.554 -1.181 -0.304 0.353
H 3.688 0.203 1.019 0.355
H 2.864 -1.413 1.468 0.326
H 0.707 -1.939 -1.322 0.255
H -3.183 -1.548 -0.312 0.274
H 1.144 2.831 -0.618 0.372

Record 2
78
Properties=species:S:1:pos:R:3:mulliken_charge:R:1 method="wB97M-V/def2-TZVPD" max_force_ev_per_a=2.4 homo_lumo_gap_ev=7.44 total_energy_ev=-159815.8632
Y 0.457 -0.242 0.668 0.284
O 5.602 2.499 -1.446 -0.565
C 4.598 3.263 -1.858 0.469
O 4.739 4.305 -2.424 -0.584
C 3.245 2.768 -1.464 -0.152
C 2.051 3.453 -1.778 -0.121
Cl 1.731 4.876 -2.628 -0.141
N 1.051 2.754 -1.212 0.196
N 1.498 1.686 -0.542 0.975
C 2.816 1.666 -0.713 -0.060
C 3.494 0.536 0.011 0.850
O 4.729 0.511 0.086 -0.873
O 2.710 -0.280 0.586 -0.441
C -0.354 3.058 -1.111 -0.941
C -1.281 2.485 -1.974 -0.083
C -2.626 2.736 -1.853 -0.696
C -3.108 3.445 -0.750 -0.671
C -2.180 3.977 0.146 -0.474
C -0.820 3.775 -0.005 -0.059
H 5.365 1.659 -0.966 0.392
H -0.874 1.942 -2.814 0.568
H -3.258 2.352 -2.679 0.391
H -4.136 3.643 -0.575 0.509
H -2.503 4.574 0.970 0.452
H -0.097 4.265 0.661 0.468
N 2.765 -0.831 3.266 -0.302
C 1.985 0.230 3.650 0.351
N 1.037 0.746 2.910 0.304
C 0.357 1.759 3.591 -0.727
C -0.719 2.480 3.119 0.356
C -1.427 3.350 3.948 -1.037
C -0.995 3.544 5.240 -0.570
C 0.085 2.859 5.750 -0.465
C 0.787 1.978 4.914 0.562
S 2.065 0.848 5.246 -0.337
H 2.992 -0.927 2.270 0.217
H 3.438 -1.167 3.929 0.243
H -1.094 2.213 2.127 0.400
H -2.289 3.871 3.581 0.441
H -1.514 4.240 5.809 0.480
H 0.442 3.000 6.796 0.342
C 4.154 -0.994 -4.291 -0.437
C 3.029 -0.495 -4.923 -0.678
C 1.791 -0.616 -4.321 -0.249
C 1.649 -1.216 -3.056 0.481
C 2.778 -1.731 -2.467 -0.237
C 4.067 -1.588 -3.016 -0.841
Si 0.063 -1.119 -2.008 1.196
C -0.914 -2.722 -2.208 0.289
C -2.275 -2.771 -2.542 -0.158
C -2.984 -3.985 -2.520 -0.766
C -2.292 -5.169 -2.174 -0.382
C -0.964 -5.139 -1.847 -0.873
C -0.301 -3.901 -1.852 -0.296
H 5.160 -0.870 -4.701 0.339
H 3.164 0.011 -5.875 0.390
H 0.928 -0.237 -4.883 0.326
H 2.703 -2.194 -1.490 0.166
H 4.915 -1.958 -2.498 0.478
H -0.725 -0.164 -2.805 -0.467
H -2.783 -1.860 -2.857 0.336
H -4.019 -3.969 -2.823 0.430
H -2.787 -6.120 -2.172 0.393
H -0.424 -6.036 -1.646 0.442
H 0.689 -3.855 -1.476 0.356
Br -6.623 -2.160 3.563 -0.191
C -5.028 -2.785 2.720 -0.106
C -4.809 -4.130 2.498 -0.126
N -3.665 -4.602 2.037 -0.597
C -2.711 -3.725 1.732 -0.262
C -2.868 -2.353 1.853 0.139
C -4.064 -1.866 2.320 -0.201
C -1.670 -1.490 1.613 1.260
O -1.863 -0.282 1.266 -0.726
O -0.531 -2.000 1.773 -0.710
H -5.555 -4.890 2.787 0.362
H -1.720 -4.108 1.379 0.420
H -4.282 -0.812 2.426 0.543

Record 3
57
Properties=species:S:1:pos:R:3:mulliken_charge:R:1 method="wB97M-V/def2-TZVPD" max_force_ev_per_a=1.6 homo_lumo_gap_ev=10.10 total_energy_ev=-34283.5778 total_charge=+3
C -5.155 1.007 -2.059 -1.130
C -3.711 1.265 -1.723 0.582
O -3.218 2.245 -1.303 -0.351
N -2.810 -0.011 -1.710 -0.023
H -3.337 -0.741 -2.201 0.407
H -1.980 0.203 -2.265 0.257
C -2.592 -0.500 -0.324 -0.969
H -5.655 1.969 -2.060 0.345
H -5.546 0.371 -1.262 0.358
H -5.217 0.521 -3.034 0.410
H -2.285 0.378 0.243 0.302
H -1.732 -1.159 -0.235 0.405
H -3.525 -0.926 0.023 0.389
C 3.039 2.377 -3.191 -0.976
C 2.935 1.284 -4.200 0.629
O 3.772 0.797 -4.856 -0.366
N 1.559 0.589 -4.199 0.048
H 1.477 0.094 -3.280 0.293
H 0.823 1.295 -4.205 0.429
C 1.345 -0.312 -5.392 -0.862
H 3.020 1.955 -2.184 0.199
H 2.204 3.072 -3.306 0.375
H 3.981 2.905 -3.302 0.349
H 2.008 -1.163 -5.324 0.350
H 1.603 0.256 -6.284 0.385
H 0.272 -0.472 -5.429 0.347
C 0.217 2.026 3.136 -0.876
C -1.193 1.635 3.374 0.643
O -2.171 2.077 2.895 -0.394
N -1.394 0.565 4.483 -0.169
H -1.444 -0.368 4.063 0.317
H -0.557 0.549 5.074 0.421
C -2.617 0.829 5.281 -0.845
H 0.902 1.207 3.349 0.332
H 0.470 2.949 3.665 0.369
H 0.367 2.286 2.089 0.165
H -2.658 0.119 6.105 0.392
H -3.493 0.625 4.671 0.349
H -2.656 1.855 5.625 0.354
C 0.979 -3.691 2.094 -0.833
C 2.348 -3.691 1.487 0.527
O 3.006 -4.642 1.276 -0.382
N 2.811 -2.378 0.922 0.387
H 3.207 -2.638 0.009 0.432
H 2.032 -1.722 0.679 -0.091
C 3.705 -1.628 1.856 -0.780
H 0.721 -4.710 2.367 0.357
H 0.260 -3.256 1.405 0.183
H 1.015 -3.153 3.048 0.284
H 4.469 -2.288 2.259 0.379
H 3.027 -1.270 2.625 0.315
H 4.213 -0.797 1.378 0.326
O 0.125 1.281 -0.799 -0.494
C 0.877 0.149 -0.568 0.902
O 0.933 -0.252 0.639 -0.900
O 1.455 -0.405 -1.512 -1.008
H -0.235 1.435 0.085 0.154

Record 4
83
Properties=species:S:1:pos:R:3:mulliken_spin:R:1 method="wB97M-V/def2-TZVPD" max_force_ev_per_a=3.4 homo_lumo_gap_ev="8.88 / 5.31" total_energy_ev=-58757.3077 multiplicity=5 total_charge=+2
Pd 1.702 -0.589 2.244 1.093
C -1.888 -1.254 2.869 0.308
C -1.495 -2.354 2.046 0.235
C 0.356 -1.710 3.297 0.316
C -0.795 -0.803 3.602 0.274
C -0.155 -2.657 2.265 0.161
C -3.295 -0.918 3.174 0.004
H -3.908 -0.959 2.270 0.006
H -3.372 0.082 3.610 -0.002
H -3.723 -1.632 3.900 0.021
C -0.868 0.089 4.768 0.007
H -1.785 0.692 4.768 -0.006
H -0.019 0.775 4.863 0.006
H -0.886 -0.546 5.665 0.033
C 1.326 -2.060 4.380 0.026
H 0.747 -2.533 5.179 0.023
H 1.829 -1.157 4.770 0.016
H 2.086 -2.753 4.008 -0.002
C 0.571 -3.825 1.733 -0.034
H 0.585 -4.627 2.492 0.029
H 1.620 -3.609 1.480 0.008
H 0.087 -4.242 0.832 0.002
C -2.409 -3.168 1.219 0.013
H -2.442 -4.219 1.538 0.014
H -2.106 -3.153 0.170 0.010
H -3.426 -2.771 1.287 -0.003
C -1.327 1.755 -0.129 0.038
C -2.511 1.117 0.000 0.008
C -3.073 -0.037 -0.753 0.027
C -2.212 -0.579 -1.915 0.084
C -1.018 -1.342 -1.479 -0.021
C 0.199 -0.842 -1.248 -0.034
C 0.692 0.571 -1.300 -0.096
C -0.355 1.704 -1.224 0.075
H -4.058 0.219 -1.195 -0.001
H -1.853 0.259 -2.557 0.077
H -3.329 -0.846 -0.031 0.000
H -0.887 1.770 -2.186 -0.051
H -1.148 2.548 0.603 0.005
H -3.253 1.608 0.653 -0.002
H 0.238 2.625 -1.131 0.004
H 1.335 0.640 -0.395 0.030
H 0.965 -1.508 -0.806 0.026
H 1.366 0.750 -2.170 -0.011
H -2.870 -1.241 -2.520 0.002
H -1.189 -2.401 -1.263 0.006
P -0.755 1.075 -4.252 0.562
C -1.044 2.855 -4.547 0.042
C -2.025 0.309 -5.326 0.049
P 1.567 -0.853 -4.345 0.012
C 0.900 0.754 -4.991 0.073
C 0.811 -1.970 -5.630 0.001
C 3.203 -0.672 -5.176 0.000
H -0.206 3.434 -4.131 -0.001
H -1.981 3.136 -4.039 -0.004
H -1.146 3.046 -5.624 0.021
H -1.971 0.745 -6.331 0.025
H -3.011 0.558 -4.897 -0.002
H -1.913 -0.784 -5.376 -0.005
H 3.075 -0.418 -6.234 0.001
H 3.759 -1.611 -5.086 0.000
H 3.748 0.137 -4.673 0.000
H 1.579 1.565 -4.653 0.004
H 0.842 0.797 -6.093 0.021
H 1.398 -2.903 -5.647 0.000
H 0.856 -1.506 -6.627 0.000
H -0.236 -2.196 -5.373 0.000
C 3.598 3.538 2.799 0.038
Si 2.337 2.173 3.204 -0.107
C 2.576 1.509 4.941 0.033
C 0.617 2.916 3.066 0.035
C 2.765 0.935 1.851 0.529
H 3.661 4.275 3.607 0.009
H 3.304 4.052 1.868 -0.001
H 4.597 3.097 2.655 -0.001
H 2.942 2.333 5.575 -0.002
H 1.653 1.133 5.398 -0.006
H 3.320 0.702 4.959 0.000
H 0.455 3.312 2.050 -0.002
H -0.175 2.179 3.273 -0.009
H 0.529 3.746 3.792 0.000
H 3.835 0.576 1.830 0.006
H 2.489 1.165 0.800 -0.046